34
Properties=species:S:1:pos:R:3 method="wB97M-V/def2-TZVPD" e_lumo_ev=2.805 homo_lumo_gap_ev=6.31 charge=-1 max_force_ev_per_a=5.55 e_tot_ev=-38485.9649 e_above_lowest_kcal_mol=0.0
O -1.305 0.898 -1.698
H -0.384 0.872 -1.191
C -3.136 0.397 1.612
S -3.909 1.010 0.165
O -5.454 1.060 0.503
C -3.288 2.653 0.405
H -3.358 -0.717 1.480
H -3.590 0.958 2.464
H -2.072 0.568 1.457
H -3.333 3.020 1.522
H -3.952 3.453 -0.089
H -2.316 2.735 -0.017
C 2.048 -0.057 -3.469
S 0.480 -0.741 -3.620
O 0.471 -1.505 -4.948
C 0.459 -2.025 -2.348
H 2.254 0.480 -4.364
H 2.835 -0.858 -3.757
H 2.273 0.404 -2.542
H 1.307 -2.594 -2.292
H -0.417 -2.518 -2.127
H 0.462 -1.269 -1.503
C 2.975 -1.610 2.021
C 1.807 -1.534 1.050
C 0.931 -0.469 1.017
C 0.957 0.473 2.103
C 2.010 0.501 3.067
C 3.104 -0.649 3.073
H 3.804 -2.292 1.875
H 1.875 -2.360 0.127
H 0.261 -0.389 0.220
H 0.261 1.352 2.053
H 2.108 1.244 3.877
H 3.821 -0.476 3.872

87
Properties=species:S:1:pos:R:3 method="wB97M-V/def2-TZVPD" e_lumo_ev="-0.014 / -0.013" homo_lumo_gap_ev="8.10 / 8.14" multiplicity=2 max_force_ev_per_a=0.69 e_tot_ev=-229722.3439 s_squared=0.78 e_above_lowest_kcal_mol=1.4
Co 0.342 -0.377 0.060
C -2.480 -4.524 2.283
C -3.041 -3.572 1.259
C -4.411 -3.613 1.010
C -5.022 -2.766 0.099
C -4.264 -1.845 -0.603
C -2.901 -1.785 -0.368
C -2.275 -2.633 0.548
P -0.472 -2.350 0.601
C 0.211 -2.934 2.196
C 1.211 -3.907 2.214
C 1.836 -4.271 3.397
C 1.467 -3.652 4.581
C 0.470 -2.687 4.571
C -0.173 -2.310 3.394
C -1.252 -1.269 3.431
C 0.222 -3.481 -0.629
C -0.038 -4.846 -0.746
C 0.650 -5.598 -1.680
C 1.596 -4.980 -2.497
C 1.823 -3.618 -2.403
C 1.123 -2.839 -1.477
C 1.237 -1.339 -1.405
H -3.219 -5.288 2.522
H -2.220 -4.010 3.209
H -1.576 -5.022 1.940
H -5.013 -4.332 1.553
H -6.092 -2.828 -0.058
H -4.722 -1.169 -1.314
H -2.300 -1.055 -0.902
H 1.507 -4.387 1.290
H 2.607 -5.032 3.391
H 1.950 -3.920 5.513
H 0.175 -2.209 5.498
H -1.403 -0.896 4.444
H -2.207 -1.654 3.071
H -1.021 -0.415 2.794
H -0.770 -5.319 -0.103
H 0.459 -6.659 -1.774
H 2.141 -5.568 -3.225
H 2.533 -3.140 -3.069
H 0.719 -0.939 -2.292
H 2.286 -1.040 -1.516
C 2.870 1.417 -2.071
Se 1.253 1.920 -1.122
C 2.176 3.087 0.160
C 1.438 4.371 0.499
Se -0.267 4.100 1.416
C -0.511 5.977 1.856
H 2.579 0.737 -2.868
H 3.563 0.914 -1.400
H 3.330 2.304 -2.500
H 3.107 3.347 -0.345
H 2.426 2.514 1.052
H 1.255 4.954 -0.403
H 2.065 4.962 1.169
H 0.294 6.333 2.496
H -1.456 6.052 2.389
H -0.563 6.572 0.947
N 4.929 -2.106 2.436
C 3.861 -1.246 2.491
C 2.951 -1.158 1.423
N 1.920 -0.340 1.475
C 1.772 0.424 2.567
C 2.684 0.343 3.597
N 3.728 -0.486 3.571
H 4.855 -2.900 1.823
H 5.379 -2.279 3.320
H 3.058 -1.778 0.540
H 0.913 1.078 2.600
H 2.573 0.965 4.477
O -2.605 1.267 2.137
C -2.222 1.172 0.977
O -1.036 0.879 0.587
C -3.169 1.557 -0.141
C -4.502 1.821 0.155
C -5.401 2.143 -0.852
C -4.977 2.211 -2.170
C -3.644 1.947 -2.442
C -2.734 1.623 -1.456
N -3.179 2.010 -3.838
O -3.983 2.336 -4.694
O -2.034 1.666 -4.063
H -4.811 1.761 1.190
H -6.437 2.345 -0.613
H -5.650 2.459 -2.977
H -1.700 1.436 -1.705

159
Properties=species:S:1:pos:R:3 method="wB97M-V/def2-TZVPD" e_lumo_ev=1.361 homo_lumo_gap_ev=5.93 charge=-1 max_force_ev_per_a=4.57 e_tot_ev=-162971.0840
C 12.718 1.691 17.726
C 13.508 1.680 16.395
C 12.314 1.465 15.429
C 12.833 1.697 13.986
C 13.436 3.157 13.936
C 14.644 3.310 14.891
N 14.290 2.852 16.232
O 15.329 3.003 17.263
C 14.878 4.844 14.815
C 15.806 2.662 14.122
C 14.398 0.391 16.381
H 12.128 0.780 17.818
H 11.896 2.407 17.747
H 13.299 1.753 18.646
H 11.455 2.081 15.694
H 12.028 0.414 15.469
H 11.948 1.790 13.357
H 13.544 1.010 13.529
H 12.595 3.785 14.229
H 13.730 3.464 12.933
H 14.030 5.215 15.390
H 15.002 5.286 13.826
H 15.772 5.105 15.380
H 16.620 2.825 14.828
H 15.949 3.175 13.170
H 15.832 1.581 13.983
H 15.157 0.441 15.599
H 13.872 -0.517 16.087
H 14.846 0.220 17.360
C 18.312 4.379 17.361
C 18.080 4.103 18.844
O 17.796 5.378 19.348
C 18.389 6.347 18.528
O 18.612 7.517 18.814
O 18.727 5.725 17.368
H 17.351 4.349 16.848
H 19.002 3.744 16.806
H 18.947 3.621 19.296
H 17.345 3.347 19.123
C 17.753 0.469 17.866
C 18.852 0.719 16.944
O 19.145 -0.501 16.404
C 18.304 -1.397 16.714
O 18.415 -2.590 16.497
O 17.335 -0.858 17.465
H 17.014 1.264 17.769
H 18.072 0.474 18.908
H 19.609 1.160 17.593
H 18.483 1.349 16.135
C 15.103 -0.448 20.346
C 14.895 0.888 21.030
O 15.059 0.492 22.314
C 14.451 -0.707 22.478
O 14.006 -1.200 23.497
O 14.512 -1.359 21.286
H 16.151 -0.708 20.192
H 14.570 -0.398 19.396
H 13.943 1.318 20.720
H 15.613 1.670 20.781
C 14.824 5.546 19.996
C 13.623 5.353 19.104
O 12.613 5.079 19.984
C 12.844 5.540 21.206
O 12.062 5.675 22.054
O 14.200 5.912 21.203
H 15.460 6.338 19.600
H 15.454 4.681 20.202
H 13.678 4.549 18.370
H 13.432 6.306 18.612
C 14.669 3.399 8.424
C 14.231 2.751 9.649
O 14.468 1.436 9.519
C 15.020 1.137 8.311
O 15.220 0.003 7.916
O 15.196 2.343 7.634
H 15.434 4.076 8.805
H 13.784 3.825 7.951
H 13.142 2.770 9.680
H 14.610 3.209 10.562
C 10.563 4.618 16.530
C 10.513 6.074 16.906
O 9.214 6.245 17.382
C 8.634 5.044 17.526
O 7.541 4.867 18.059
O 9.441 4.100 17.124
H 11.472 4.206 16.969
H 10.458 4.426 15.462
H 10.535 6.703 16.016
H 11.344 6.257 17.587
C 10.228 0.212 9.976
C 9.607 0.344 11.278
O 8.650 1.399 11.150
C 8.442 1.610 9.874
O 7.580 2.313 9.477
O 9.239 0.718 9.167
H 10.319 -0.795 9.570
H 11.158 0.771 9.875
H 10.284 0.533 12.112
H 9.038 -0.545 11.548
C 15.078 -3.834 15.758
C 15.742 -4.446 14.469
O 15.509 -3.436 13.485
C 15.045 -2.278 14.073
O 14.776 -1.248 13.430
O 14.868 -2.457 15.451
H 15.595 -3.939 16.712
H 14.172 -4.436 15.822
H 15.433 -5.473 14.279
H 16.828 -4.504 14.533
C 10.890 -2.413 21.249
S 11.775 -2.548 19.590
O 11.881 -4.048 19.260
C 10.637 -1.834 18.291
H 9.867 -2.789 21.248
H 10.836 -1.353 21.496
H 11.501 -2.897 22.010
H 9.825 -2.446 17.899
H 11.210 -1.486 17.432
H 10.189 -0.974 18.789
C 11.342 -1.939 13.864
S 9.662 -1.758 14.606
O 9.345 -0.316 14.225
C 8.782 -3.052 13.583
H 11.932 -2.640 14.455
H 11.826 -0.962 13.876
H 11.181 -2.226 12.825
H 9.099 -2.950 12.545
H 7.694 -3.008 13.538
H 8.953 -4.047 13.994
C 17.798 5.728 11.464
S 19.480 5.115 11.921
O 20.426 6.343 11.844
C 19.032 4.794 13.714
H 17.460 6.501 12.154
H 17.106 4.886 11.443
H 17.874 6.101 10.443
H 20.033 4.667 14.124
H 18.304 4.001 13.885
H 18.564 5.699 14.102
C 18.201 -0.185 13.297
S 18.610 -1.039 11.683
O 18.976 -2.487 11.883
C 16.925 -1.060 10.912
H 17.836 0.838 13.213
H 19.136 -0.113 13.853
H 17.510 -0.672 13.985
H 16.542 -2.054 11.142
H 17.129 -1.047 9.841
H 16.273 -0.276 11.297
C 13.499 8.009 14.821
S 15.278 8.304 14.456
O 15.384 9.723 13.890
C 16.154 8.350 16.076
H 13.250 7.016 15.193
H 12.896 8.186 13.930
H 13.050 8.718 15.518
H 16.083 7.484 16.734
H 15.764 9.241 16.568
H 17.202 8.457 15.795